[1]
Computed, not measured: 9 unconnected molecules or ions with the total composition C57H88N2O26S in a non-equilibrium geometry, with ωB97M-V with the def2-TZVPD basis set.

Structure (ORCA input):
```
! RIJCOSX wB97M-V def2-TZVPD def2/J DEFGRID3
* xyz 0 1
S -0.9925 -4.9910 3.9872
O 4.5444 -9.6247 -2.9728
O 6.0069 -4.0912 -6.5825
O -1.1378 -3.6134 -6.2744
O -6.2616 1.6655 -3.6964
O 0.9281 6.7349 2.0386
O -6.4338 8.9684 2.7699
O 0.6913 -6.4701 9.7403
O 7.7782 -5.4988 -6.4171
O 3.9588 -1.6617 -1.9939
O -2.0677 -2.3471 -7.8830
O -6.4880 8.6126 5.0091
O -6.5985 10.7115 4.2096
O 2.6839 -8.6242 -3.7961
O 4.3253 -7.3678 -2.9085
O -5.5312 0.3866 -1.9970
O 2.5443 -7.5499 10.4781
O -1.1483 7.2720 2.7797
O 6.5150 -5.0765 -4.6048
O -6.4271 6.8885 -2.0545
O -4.3761 6.6638 -2.9456
O 1.9089 -1.3990 -3.0880
O 2.4645 -6.7031 8.3769
O -4.5982 7.3960 -0.8124
O -0.7244 7.2417 0.5728
O -4.6815 2.4708 -2.2842
O -2.9852 -4.3540 -7.3622
N -2.2495 -4.0385 4.6490
N -0.6329 -4.2980 2.4523
C 2.5335 -1.8482 -2.0832
C 8.4452 -6.0772 -5.2983
C -7.7799 5.6952 -3.6667
C 9.0589 -7.4110 -5.6697
C -6.6482 -0.2837 -2.5761
C -6.4132 -1.7793 -2.6198
C 3.7718 2.1367 0.8027
C -0.7230 -2.5202 -0.1570
C -1.5766 -3.1826 2.3340
C 2.1582 -7.3148 -3.6236
C 6.2411 -1.1168 2.3989
C -2.7830 -1.1186 1.1441
C -6.6014 6.6194 -3.4426
C 6.5126 -3.6537 3.1602
C 7.0303 0.0995 0.1311
C -6.5007 9.3903 3.8884
C 6.7005 -4.8193 -5.9309
C 6.3714 -1.2238 0.7838
C 1.3764 -6.2663 7.5739
C -1.6513 2.2633 -0.3060
C -2.1442 -3.5184 -7.1896
C -1.5630 0.6567 -0.2943
C -2.2905 7.8231 2.1267
C -3.5671 7.3640 2.7989
C -0.2072 7.0535 1.8181
C -5.2840 6.0086 -3.8212
C 3.3982 -6.4762 -3.5223
C 1.7546 -2.6639 -0.9297
C -2.9841 -0.0943 -0.0990
C -5.0875 7.0188 -1.8397
C -0.7509 2.9329 0.8623
C -0.2448 -2.5301 -6.5234
C -6.3749 9.4918 6.1243
C -2.5022 -3.0456 3.6051
C 0.6828 -1.7348 -0.1105
C 7.2670 -2.2126 3.0219
C -2.1379 7.3125 0.7247
C 3.9115 -8.6343 -3.2034
C 3.2332 3.2690 1.8079
C -6.9456 10.7716 5.5863
C 1.6497 3.5583 1.7354
C -5.4206 1.5915 -2.6267
C -1.0173 -5.7619 8.1809
C -6.7342 0.3461 -3.9356
C 5.3974 2.2020 0.6440
C 3.2147 -5.2316 -2.6801
C -1.1353 -1.5250 -7.1929
C 7.3422 -6.1889 -4.2876
C -7.1347 8.9477 7.3161
C 1.9566 -6.9644 9.6150
C 0.8397 2.6846 0.6584
C 0.3644 -2.0283 -5.2309
C 0.4393 -5.6744 8.5858
C -1.7011 -2.2221 1.0716
C -3.7318 -0.9436 2.4129
C 5.9196 1.1047 -0.4522
C -3.5982 -1.9111 3.6445
H -8.0358 10.8319 5.6679
H 0.7063 -4.6380 8.8199
H -7.1508 -2.2812 -3.2504
H 5.2996 -1.3139 0.3570
H -6.7634 7.5725 -3.9580
H 3.5686 1.0962 1.2684
H 1.5465 -7.3019 -2.7155
H -8.7176 6.2282 -3.4866
H -3.5417 6.2886 2.9978
H -6.5061 11.6524 6.0590
H 7.7114 -6.1175 -3.2626
H 9.9284 -7.2599 -6.3153
H -4.3337 -1.7532 4.5142
H 3.4768 2.9163 2.8767
H 9.3795 -7.9637 -4.7834
H -5.4106 -2.0087 -2.9917
H -1.1267 0.2869 -1.2845
H -0.4635 -3.6489 -0.0941
H -1.3673 -6.7979 8.1926
H 0.6879 -0.7251 -0.6483
H -2.7322 2.6444 -0.2678
H -3.6816 7.8573 3.7685
H 5.9464 2.0902 1.6402
H -0.5890 -0.8876 -7.8912
H 5.4081 -3.5434 3.4353
H 7.0010 -4.3147 3.9796
H 0.9615 -7.1331 7.0489
H 1.2223 3.4665 2.8034
H 3.7835 -6.2104 -4.5127
H 8.3527 -8.0240 -6.2365
H 3.0821 -5.4887 -1.6250
H -4.4443 7.5932 2.1901
H 1.7085 -5.5319 6.8369
H -0.9359 4.0735 0.7972
H 6.3864 1.6231 -1.3771
H -6.4759 -2.2010 -1.6129
H 9.2233 -5.3812 -4.9662
H -5.2319 4.9309 -3.6337
H 4.1084 -4.6038 -2.7367
H -1.2618 -2.2499 -1.1349
H -5.3125 9.5993 6.3688
H -7.5338 -0.0564 -1.9728
H -1.6408 -5.2149 8.8934
H -1.1816 -5.3414 7.1857
H -1.6847 -0.8911 -6.4892
H 2.4955 -3.1909 -0.2239
H -7.7946 5.3071 -4.6880
H 6.7485 -7.1031 -4.3877
H 6.9027 -2.2025 0.4841
H 3.3705 2.2254 -0.2754
H 1.5103 4.6756 1.4310
H 3.8679 4.2110 1.6250
H 8.2149 -2.2711 2.3773
H -5.0230 6.1993 -4.8643
H 1.0405 -1.5842 0.9793
H 5.1614 -1.3471 2.7032
H -0.3985 -1.9145 -4.4557
H 2.3579 -4.6407 -3.0127
H -6.0838 -0.1271 -4.6783
H 4.1781 -0.9626 -2.6573
H 7.5776 -1.9222 4.0997
H -1.1812 2.6110 -1.3044
H -8.1273 8.5956 7.0216
H 7.7451 -0.2709 -0.7057
H -3.2579 -0.7443 -1.0079
H 7.7087 0.5731 0.9303
H -3.8680 0.6256 0.0733
H 0.8726 -1.0725 -5.3735
H 1.5345 -7.0317 -4.4741
H -1.1055 2.5273 1.8774
H -7.7592 4.8557 -2.9661
H -7.7560 0.3638 -4.3203
H -4.5427 -0.1228 2.4084
H 0.5404 -2.8830 -7.2010
H -7.2417 9.7017 8.0997
H 1.0891 1.5763 0.8651
H 5.6532 3.2308 0.1720
H 1.0898 -2.7501 -4.8493
H 6.6535 -4.2376 2.1708
H 6.5469 -0.0540 2.6878
H -2.2133 8.9152 2.1655
H 5.0134 0.5097 -0.8348
H 1.1873 2.9785 -0.3918
H -2.5543 6.3112 0.5766
H -0.8689 0.3435 0.5802
H -2.5732 7.9878 -0.0116
H -6.6104 8.0852 7.7365
H 1.1816 -3.5146 -1.4700
*
```

Computed properties:
highest occupied orbital energy = -0.3166 Ha
orbital gap = 7.21 eV
DFT total energy = -127580.5140 eV

Results of the Mulliken charge analysis, in e, for atoms 1 through 99: 0.154, -0.558, -0.552, -0.311, -0.338, -0.601, -0.545, -0.344, -0.366, -0.371, -0.340, -0.330, -0.310, -0.354, -0.393, -0.207, -0.531, -0.379, -0.189, -0.356, -0.332, -0.563, -0.333, -0.474, -0.369, -0.464, -0.552, -0.524, -0.476, 0.151, 0.499, -1.400, -1.491, 0.402, -1.432, -0.003, -0.776, 0.134, -0.415, -0.545, 0.376, 0.469, -0.895, -0.934, 0.648, 0.594, 0.340, -0.383, -0.614, 0.596, 0.184, 0.638, -1.372, 0.650, -0.115, 0.732, -0.374, -0.261, 0.562, -0.088, 0.498, 0.537, 0.454, 0.109, -0.555, -0.110, 0.609, -0.776, -0.492, -0.231, 0.569, -1.208, -0.490, -0.803, -1.380, -0.462, -0.429, -1.454, 0.590, 0.070, -1.185, 0.503, 0.244, -0.745, 0.050, -0.689, 0.308, 0.233, 0.399, -0.467, 0.248, 0.085, 0.301, 0.374, 0.290, 0.315, 0.362, 0.378, 0.304

[2]
Computed, not measured: a molecular structure, CHF4NO5S2Zn in a non-equilibrium geometry, with ωB97M-V with the def2-TZVPD basis set.

Structure (ORCA input):
```
! RIJCOSX wB97M-V def2-TZVPD def2/J DEFGRID3
* xyz 0 1
Zn -2.1356 0.9745 0.3589
S -0.8044 1.1085 -1.7039
S 1.2507 -0.4067 -0.1843
F 0.0734 -2.7112 -0.6669
F 1.5761 1.7142 1.1610
F 0.3084 -2.2388 1.4186
F -1.2371 -1.2727 0.2431
O 1.7877 0.3319 1.2755
O -1.5240 0.8300 2.0021
O -1.1889 0.1327 -2.7512
O 2.4750 -1.1610 -0.4095
O -0.5481 2.4799 -2.1960
N 0.8079 0.6206 -1.1807
C -0.0081 -1.7639 0.2357
H -0.8329 1.3621 2.3974
*
```

Computed properties:
highest occupied orbital energy = -0.3837 Ha
orbital gap = 7.97 eV
DFT total energy = -93731.2237 eV

Calculated atomic charges, method Mulliken, unit e: 0.577, 0.858, 1.131, -0.175, -0.122, -0.203, -0.153, -0.103, -0.598, -0.538, -0.620, -0.580, -0.376, 0.620, 0.280

[3]
Computed, not measured: CH2OS3 in the gas phase in a non-equilibrium geometry, with ωB97M-V with the def2-TZVPD basis set.

Structure (ORCA input):
```
! RIJCOSX wB97M-V def2-TZVPD def2/J DEFGRID3
* xyz 0 1
S -2.0261 0.4933 0.6488
S -0.3637 1.2641 1.6333
S 0.2610 3.0838 1.6051
O -0.1846 0.5230 2.8586
C -0.2906 0.1726 0.1955
H -0.4496 -0.9488 0.2640
H 0.0636 0.5418 -0.8125
*
```

Computed properties:
highest occupied orbital energy = -0.3542 Ha
orbital gap = 8.73 eV
DFT total energy = -35619.6447 eV

Calculated atomic charges, method Mulliken, unit e: -0.100, 0.683, -0.240, -0.514, -0.422, 0.271, 0.323

[4]
Computed, not measured: a gas-phase ion, C9H12ClN4 (charge +1) in a non-equilibrium geometry, with ωB97M-V with the def2-TZVPD basis set.

Structure (ORCA input):
```
! RIJCOSX wB97M-V def2-TZVPD def2/J DEFGRID3
* xyz 1 1
Cl 2.8926 -2.5826 0.3240
N -0.6259 0.4443 -0.5685
N 2.2958 2.1525 0.1465
N 0.5600 -1.6802 -0.3430
N 3.4690 0.3508 0.7208
C 3.5496 1.6751 0.5710
C -2.5166 -1.8956 0.2781
C -1.7839 -1.4247 -1.0145
C 2.1289 -0.0434 0.4507
C 1.7737 -1.3250 0.1376
C 1.5060 1.0891 0.0560
C 1.8461 3.4947 -0.1670
C -0.5535 -0.8204 -0.5241
C -3.6847 -0.8447 0.4720
H 0.3385 -2.6986 -0.4577
H 1.3662 3.4343 -1.2211
H 1.1162 3.7438 0.5987
H 4.3494 2.2311 0.9452
H -2.9655 -2.8150 0.0022
H -1.5487 -2.3298 -1.6411
H -3.9611 -0.8834 1.4964
H 2.6134 4.2481 0.0127
H -4.5180 -1.0625 -0.2249
H -2.5405 -0.7090 -1.4215
H -3.3347 0.1624 0.3825
H -1.7721 -1.9115 0.9890
*
```

Computed properties:
highest occupied orbital energy (spin up / spin down) = -0.4964 / -0.4967 Ha
orbital gap (spin up / spin down) = 8.41 / 8.44 eV
DFT total energy = -27998.7795 eV

Calculated atomic charges, method Mulliken, unit e: -0.049, -0.514, 0.074, -0.182, -0.553, -0.183, -0.393, -0.918, 0.325, 0.305, 0.089, -0.771, 0.729, -1.319, 0.319, 0.279, 0.328, 0.416, 0.356, 0.319, 0.381, 0.340, 0.347, 0.432, 0.390, 0.450

[5]
Computed, not measured: a molecular structure, C29H19ClN8O6PdS, with ωB97M-V with the def2-TZVPD basis set.

Structure (ORCA input):
```
! RIJCOSX wB97M-V def2-TZVPD def2/J DEFGRID3
* xyz 2 5
Pd -0.1334 -0.0331 0.4651
Cl 1.4992 0.6665 2.7344
S -6.9278 1.8058 -2.6164
O 0.6577 -1.8514 -0.0304
O 1.2967 -3.7167 0.9623
O 0.4071 -0.0028 3.3489
O 0.9099 1.5975 1.6958
O 2.2849 1.4201 3.6169
O 2.2746 -0.2792 1.9699
N -1.3614 -1.4851 1.6528
N 4.6168 -2.4774 0.8899
N -1.5770 -0.5970 -1.2110
N -1.8302 1.4081 0.5891
N 1.2531 0.9113 -1.1437
N -6.1221 2.4738 -1.3952
N 4.1727 -0.6066 -0.3852
N -5.8925 0.6456 -3.0267
C -2.6942 0.1520 -1.2670
C 2.5009 1.2171 -0.7819
C 6.0961 -0.6223 0.9697
C -2.8965 -2.2207 3.3033
C -1.0721 -3.6280 2.6628
C -3.5195 -1.1641 -3.1082
C -3.6952 -0.1050 -2.2144
C -3.9664 2.0578 -0.2842
C -4.8615 0.7461 -2.2044
C 3.8352 -1.7986 0.0593
C 0.8886 1.1394 -2.4029
C -1.4169 -1.6017 -2.0608
C -2.2036 -3.4116 3.4393
C -0.6943 -2.6386 1.7811
C 4.7733 2.0945 -1.2354
C 5.5436 1.3816 -0.3849
C -1.9245 2.3655 1.5034
C -4.0534 3.0722 0.6745
C 0.5218 -2.8053 0.8912
C -2.4327 -1.2699 2.4048
C -4.9934 1.7972 -1.2657
C 5.7047 -1.8937 1.3627
C -3.0228 3.2222 1.5730
C 1.7382 1.7117 -3.3535
C -2.3691 -1.9163 -3.0272
C 3.4410 1.7584 -1.6722
C -2.8310 1.2385 -0.2975
C 5.2564 0.0313 0.0603
C 3.0174 2.0501 -2.9816
H -0.1286 0.8849 -2.6700
H -3.0450 3.9883 2.3344
H -0.4837 -4.5324 2.7296
H -2.1918 -2.7476 -3.6940
H -2.9242 -0.3118 2.2929
H -4.2858 -1.3744 -3.8422
H -3.7783 -2.0165 3.8933
H 2.9265 -2.2633 -0.2992
H 5.2142 2.9847 -1.6738
H 2.7189 1.1346 0.2717
H -0.4998 -2.1676 -1.9676
H 3.7002 2.5101 -3.6843
H 6.4954 1.7895 -0.0700
H 6.9716 -0.1368 1.3765
H -2.5364 -4.1614 4.1438
H -4.9247 3.7134 0.6946
H -1.0987 2.4510 2.1956
H 1.3746 1.8880 -4.3553
H 6.2971 -2.4718 2.0635
*
```

Computed properties:
highest occupied orbital energy (spin up / spin down) = -0.5285 / -0.5280 Ha
orbital gap (spin up / spin down) = 7.78 / 4.91 eV
DFT total energy = -81400.0411 eV

Calculated atomic charges, method Mulliken, unit e: 0.600, 1.904, 0.230, -0.310, -0.586, -0.608, -0.706, -0.678, -0.549, 0.780, -0.387, 0.833, 0.656, 0.845, -0.654, -0.233, -0.651, -0.334, -1.429, -0.772, -0.919, -0.961, -0.731, 0.126, 0.173, 0.963, -0.616, -0.200, -0.595, -0.405, 0.408, -0.712, -0.763, -0.493, -0.634, 0.488, -0.397, 0.928, -0.190, -0.978, -1.036, -1.066, 0.627, -0.282, 1.283, -0.574, 0.440, 0.496, 0.579, 0.481, 0.475, 0.579, 0.469, 0.833, 0.477, 1.130, 0.695, 0.542, 0.423, 0.447, 0.466, 0.574, 0.574, 0.476, 0.447

[6]
Computed, not measured: 4 unconnected molecules or ions with the total composition C12H33INO4, with ωB97M-V with the def2-TZVPD basis set.

Structure (ORCA input):
```
! RIJCOSX wB97M-V def2-TZVPD def2/J DEFGRID3
* xyz 1 1
I -0.2182 0.1505 2.2895
O -0.5602 0.8615 -3.4655
O 1.9751 -3.1291 1.5595
O 0.0014 3.1533 -0.8306
O 1.7363 -1.1669 5.9925
N -0.9960 -0.4496 -3.2165
C -2.6890 1.9771 -2.7608
C 2.5105 -3.3438 5.1768
C 1.4248 -2.2879 5.1727
C 0.2000 5.2789 0.3801
C -1.1923 -0.8312 -1.7465
C -1.1339 0.5222 0.4178
C -3.9269 1.0659 -2.8012
C -1.6571 1.7406 -3.8571
C -0.3349 -0.0107 -0.7830
C 2.4694 -3.1088 -0.8302
C 2.7479 -3.7277 0.5280
C 0.0928 3.7730 0.4648
H -1.1181 2.6466 -4.1280
H 2.6613 -2.0347 -0.8034
H -4.0860 0.5398 -1.8577
H 3.4419 -2.9413 4.7717
H -2.1448 0.1200 0.4832
H -2.1674 1.9010 -1.8006
H -0.9551 -1.8968 -1.7143
H -0.8198 3.4858 0.9882
H 0.2344 5.7141 1.3787
H -2.9871 3.0252 -2.8276
H -2.1007 1.3251 -4.7724
H -1.8715 -0.6097 -3.7258
H 2.5795 -4.8086 0.4944
H -0.2804 -1.0390 -3.6460
H 1.4230 -3.2736 -1.1126
H 2.5674 -0.7909 5.6884
H 0.9359 3.3502 1.0179
H -0.6544 5.6967 -0.1525
H 0.7927 3.3968 -1.3208
H 0.0753 0.8488 -1.3119
H 2.2235 -4.1948 4.5584
H 3.0952 -3.5566 -1.6029
H 1.1106 5.5760 -0.1448
H 1.2224 -1.9581 4.1478
H 0.5138 -0.6125 -0.4500
H 0.4952 -2.6873 5.5793
H -3.8723 0.3120 -3.5982
H -1.1936 1.6066 0.3535
H 1.0437 -3.2651 1.3634
H 2.6977 -3.6907 6.1931
H -4.8388 1.6299 -2.9956
H -2.2598 -0.7168 -1.5566
H 3.7864 -3.5653 0.8136
*
```

Computed properties:
highest occupied orbital energy = -0.4286 Ha
orbital gap = 8.51 eV
DFT total energy = -30750.5742 eV

Calculated atomic charges, method Mulliken, unit e: 0.130, -0.302, -0.416, -0.399, -0.525, -0.026, 0.453, -1.048, 0.222, -1.260, -0.831, -0.674, -1.370, -0.833, 0.020, -0.806, -0.373, -0.208, 0.340, 0.208, 0.352, 0.310, 0.552, -0.254, 0.396, 0.337, 0.369, 0.546, 0.470, 0.339, 0.296, 0.396, 0.146, 0.310, 0.268, 0.309, 0.242, 0.282, 0.290, 0.414, 0.361, -0.213, 0.350, 0.313, 0.377, -0.303, 0.242, 0.318, 0.321, 0.261, 0.297

[7]
Computed, not measured: CH2ClNOS2 in the gas phase in a non-equilibrium geometry, with ωB97M-V with the def2-TZVPD basis set.

Structure (ORCA input):
```
! RIJCOSX wB97M-V def2-TZVPD def2/J DEFGRID3
* xyz 0 1
Cl 1.4855 -2.0643 -0.2681
S 1.5822 0.9056 0.2439
S -1.4763 1.3526 0.0165
O -1.3497 -1.6315 -0.1640
N -0.1326 0.2915 0.0493
C -0.3738 -1.0084 -0.1002
H -1.6850 1.2776 1.3890
H 1.9496 0.8769 -1.1663
*
```

Computed properties:
highest occupied orbital energy = -0.3519 Ha
orbital gap = 9.28 eV
DFT total energy = -38798.1128 eV

Calculated atomic charges, method Mulliken, unit e: -0.337, -0.066, -0.074, -0.347, -0.255, 0.715, 0.168, 0.196

[8]
Computed, not measured: a molecular structure, C19H17N9NiS, with ωB97M-V with the def2-TZVPD basis set.

Structure (ORCA input):
```
! RIJCOSX wB97M-V def2-TZVPD def2/J DEFGRID3
* xyz 2 1
Ni -1.2006 0.0263 0.1662
S 0.0506 -0.0341 -1.6896
N 1.7799 2.2069 2.2526
N 1.2840 2.2801 0.0421
N 2.6287 -0.0219 -2.1712
N -2.1886 -0.4600 1.7785
N 2.2610 2.0892 4.4839
N 0.0131 0.8727 1.4099
N -6.5143 1.8409 -2.2924
N 0.4064 0.9625 3.7464
N -2.6288 -0.5798 -0.9880
C 1.0198 1.7863 1.2551
C -3.8317 -1.5790 3.0905
C -4.7766 -1.2177 -2.6130
C -5.7152 1.0272 -2.1675
C 1.6905 -0.4325 -1.2871
C -3.6095 0.3085 -1.1842
C 4.4086 -1.0157 -1.0034
C 2.1375 -1.1814 -0.1995
C -3.1167 -1.3181 4.2466
C -3.7574 -2.1298 -2.3985
C 1.4848 1.7484 3.4687
C 3.4804 -1.4629 -0.0589
C -4.6988 0.0279 -1.9949
C -1.9224 -0.6172 4.1523
C -2.6946 -1.7760 -1.5894
C -3.3341 -1.1402 1.8754
C -1.4993 -0.2075 2.9062
C -0.2674 0.5860 2.7059
C 3.9475 -0.2944 -2.0670
H 1.4114 -1.5509 0.5080
H 2.0262 1.7934 5.4163
H -1.8682 -2.4500 -1.4139
H -4.7679 -2.1178 3.1170
H 3.8190 -2.0518 0.7836
H -5.6201 -1.4585 -3.2460
H 1.9420 3.0420 0.0015
H 2.3085 0.5165 -2.9687
H -3.4817 -1.6527 5.2080
H -1.3206 -0.3778 5.0165
H -3.7774 -3.1076 -2.8573
H -3.5300 1.2642 -0.6815
H 5.4612 -1.2366 -0.9143
H 0.6610 2.1137 -0.7307
H -3.8710 -1.3374 0.9599
H 3.0414 2.7063 4.3315
H 4.5783 0.0875 -2.8564
*
```

Computed properties:
highest occupied orbital energy (spin up / spin down) = -0.5427 / -0.5419 Ha
orbital gap (spin up / spin down) = 8.39 / 8.35 eV
DFT total energy = -85257.5898 eV

Calculated atomic charges, method Mulliken, unit e: -0.224, -0.446, -0.724, -0.203, -0.047, 0.141, -0.296, -0.160, -0.357, -0.620, -0.088, 0.683, -0.820, -0.045, -0.310, 0.574, 0.173, -0.608, -0.361, -0.503, -0.867, 0.400, -0.407, 0.087, -0.404, -0.214, 0.295, 1.198, -0.273, -0.269, 0.395, 0.259, 0.463, 0.448, 0.445, 0.548, 0.265, 0.277, 0.467, 0.521, 0.456, 0.553, 0.433, 0.166, 0.305, 0.263, 0.431